Entry from OMol25: one molecule with the formula C3H6N2S in a non-equilibrium geometry (wB97M-V/def2-TZVPD).

Results
Spin multiplicity: 1
Charge: 0
E_HOMO: -8.773 eV
E_tot: -17022.222 eV
Structure (SMILES): S[C@H]1C=NNC1

The geometry in XYZ format:
```
12
Properties=species:S:1:pos:R:3:mulliken_charge:R:1
S -0.948 -0.893 2.003 -0.199
C 0.244 -0.474 0.666 -0.021
C 0.127 -1.221 -0.671 -0.221
N 0.117 -0.400 -1.654 -0.490
N 0.494 0.892 -1.263 -0.225
C 0.251 1.034 0.206 -0.465
H -2.016 -0.713 1.254 0.129
H 1.242 -0.670 1.089 0.289
H 0.038 -2.286 -0.822 0.416
H 0.041 1.550 -1.909 0.288
H -0.664 1.641 0.335 0.262
H 1.074 1.539 0.767 0.238
```



Entry from OMol25: C3H6N2S as an isolated structure in a non-equilibrium geometry (wB97M-V/def2-TZVPD).

Results
Spin multiplicity: 1
Charge: 0
E_HOMO: -8.343 eV
E_tot: -17019.753 eV

The geometry in XYZ format:
```
12
Properties=species:S:1:pos:R:3:mulliken_charge:R:1
C -1.235 -0.917 0.455 -0.453
C 1.167 -0.295 -0.118 -1.101
C -0.365 -0.287 -0.386 0.143
N -2.045 1.513 0.041 -0.099
N -0.873 1.476 -0.124 -0.175
S -2.842 -0.556 -0.089 -0.210
H -1.112 -1.147 1.487 0.356
H 1.730 -1.122 -0.581 0.310
H 1.298 -0.700 0.924 0.258
H 1.799 0.585 -0.425 0.313
H -0.672 -0.285 -1.408 0.393
H -2.622 2.327 0.437 0.265
```



Entry from OMol25: a 2-piece molecular cluster, C3H6N2S overall in a non-equilibrium geometry (wB97M-V/def2-TZVPD).

Results
Spin multiplicity: 1
Charge: 0
E_HOMO: -7.488 eV
E_tot: -17021.502 eV
Structure (SMILES): C=[NH+][S-].CC#N

The geometry in XYZ format:
```
12
Properties=species:S:1:pos:R:3:mulliken_charge:R:1
C -2.071 -1.677 -1.971 -0.302
N -1.385 -0.582 -1.648 -0.110
S -0.778 0.645 -2.684 -0.359
H -2.459 -2.274 -1.127 0.221
H -2.338 -2.004 -2.941 0.299
H -1.218 -0.273 -0.651 0.363
C 2.051 1.265 2.061 -0.837
C 0.936 0.676 1.314 0.282
N 0.180 0.198 0.593 -0.337
H 1.949 2.314 2.278 0.264
H 3.053 1.071 1.692 0.276
H 2.080 0.641 3.084 0.241
```



Entry from OMol25: one molecule with the formula C3H6N2S in a non-equilibrium geometry (wB97M-V/def2-TZVPD).

Results
Spin multiplicity: 1
Charge: 0
E_HOMO: -9.015 eV
E_tot: -17022.723 eV
Structure (SMILES): C/N=C(/N)C=S

The geometry in XYZ format:
```
12
Properties=species:S:1:pos:R:3:mulliken_charge:R:1
C 0.417 1.006 1.496 -0.894
N -0.367 0.969 0.258 -0.589
C -0.276 -0.007 -0.566 0.748
N -0.955 0.024 -1.739 -0.460
C 0.540 -1.234 -0.323 -0.198
S 0.473 -2.610 -1.161 -0.246
H 0.348 2.014 1.893 0.276
H 1.445 0.789 1.342 0.336
H 0.024 0.337 2.255 0.340
H -1.671 0.724 -1.795 0.274
H -1.191 -0.861 -2.209 0.197
H 1.213 -1.153 0.549 0.214
```



Entry from OMol25: one molecule with the formula C3H6N2S in a non-equilibrium geometry (wB97M-V/def2-TZVPD).

Results
Spin multiplicity: 1
Charge: 0
E_HOMO: -8.895 eV
E_tot: -17023.310 eV
Structure (SMILES): [H]/N=C\NC(C)=S

The geometry in XYZ format:
```
12
Properties=species:S:1:pos:R:3:mulliken_charge:R:1
H 0.231 -1.156 -1.429 0.295
N -0.211 -0.490 -2.045 -0.675
C -0.587 0.567 -1.443 0.071
N -0.498 0.986 -0.105 -0.184
C 0.032 0.418 1.017 0.550
C 0.667 -0.948 0.890 -1.398
S -0.041 1.227 2.449 -0.325
H -1.119 1.320 -2.062 0.315
H -0.917 1.919 0.087 0.242
H 1.489 -0.909 0.207 0.403
H 1.020 -1.240 1.873 0.333
H -0.065 -1.694 0.560 0.374
```



Entry from OMol25: one molecule with the formula C3H6N2S in a non-equilibrium geometry (wB97M-V/def2-TZVPD).

Results
Spin multiplicity: 3
Charge: 0
E_HOMO (alpha / beta): -5.994 / -9.243 eV
E_tot: -17017.917 eV

The geometry in XYZ format:
```
12
Properties=species:S:1:pos:R:3:mulliken_charge:R:1
C -0.447 0.009 -0.283 0.486
C 0.599 -1.007 0.241 -0.747
C -0.959 1.265 0.514 -0.271
N -0.951 -0.053 -1.449 -0.492
N -0.521 1.402 1.687 -0.534
S 2.313 -0.408 0.027 -0.218
H 0.560 -1.055 1.313 0.315
H 0.198 -1.860 -0.199 0.466
H -1.577 1.923 -0.104 0.358
H -0.829 2.150 2.289 0.205
H 1.782 0.905 0.370 0.190
H -0.549 -0.748 -2.018 0.241
```



Entry from OMol25: C3H6N2S as an isolated structure in a non-equilibrium geometry (wB97M-V/def2-TZVPD).

Results
Spin multiplicity: 1
Charge: +2
E_HOMO: -20.281 eV
E_tot: -17000.403 eV

The geometry in XYZ format:
```
12
Properties=species:S:1:pos:R:3:mulliken_charge:R:1
C -2.692 -0.670 -0.050 0.044
C -0.747 -0.212 -0.056 0.405
C 0.947 -0.317 0.225 -0.413
N -1.636 -1.326 -0.151 -0.241
N 1.686 0.846 -0.137 -0.271
S -1.767 1.136 0.063 0.078
H -3.709 -0.965 -0.103 0.454
H 1.332 -1.163 -0.486 0.390
H 0.912 -0.735 1.232 0.362
H 1.882 1.536 0.669 0.409
H 1.238 1.467 -0.890 0.398
H 2.554 0.401 -0.315 0.386
```



Entry from OMol25: C3H6N2S2 as an isolated structure in a non-equilibrium geometry (wB97M-V/def2-TZVPD).

Results
Spin multiplicity: 1
Charge: 0
E_HOMO: -8.494 eV
E_tot: -27855.696 eV

The geometry in XYZ format:
```
13
Properties=species:S:1:pos:R:3:mulliken_charge:R:1
C -0.730 -0.721 0.068 0.191
C -0.256 0.698 0.622 -0.702
C 2.090 2.998 -0.067 -0.293
H 1.449 -1.079 0.409 0.169
H -0.532 0.701 1.653 0.360
H -1.064 1.417 0.476 0.468
H 1.136 1.556 1.612 0.297
H 2.347 3.460 0.848 0.257
H 2.359 3.670 -0.912 0.233
N 1.086 1.164 0.678 -0.037
N 1.427 1.935 -0.372 -0.508
S 0.435 -1.840 -0.279 -0.179
S -2.304 -1.239 -0.344 -0.256
```



Entry from OMol25: one molecule with the formula C3H6N2S2 in a non-equilibrium geometry (wB97M-V/def2-TZVPD).

Results
Spin multiplicity: 1
Charge: 0
E_HOMO: -8.824 eV
E_tot: -27858.534 eV
Structure (SMILES): [H]/N=C(\N)C(=S)SC

The geometry in XYZ format:
```
13
Properties=species:S:1:pos:R:3:mulliken_charge:R:1
H -0.106 2.856 -0.706 0.178
N 0.227 1.865 -0.766 -0.604
C -0.579 1.133 -0.086 0.500
N -1.654 1.517 0.640 -0.428
C -0.285 -0.369 -0.048 0.127
S -1.524 -1.444 -0.130 -0.297
S 1.324 -0.973 0.015 -0.007
C 2.463 0.405 0.312 -0.824
H -2.005 2.434 0.422 0.239
H -2.351 0.786 0.800 0.209
H 3.407 -0.069 0.539 0.360
H 2.538 0.998 -0.601 0.277
H 2.104 0.981 1.182 0.270
```



Entry from OMol25: a 2-piece molecular cluster, C3H6N2S2 overall in a non-equilibrium geometry (wB97M-V/def2-TZVPD).

Results
Spin multiplicity: 3
Charge: 0
E_HOMO (alpha / beta): -6.069 / -9.148 eV
E_tot: -27852.863 eV

The geometry in XYZ format:
```
13
Properties=species:S:1:pos:R:3:mulliken_charge:R:1
C -0.453 -1.957 -0.040 -0.289
C 0.033 -2.040 -1.133 -0.424
C -0.401 0.805 0.246 -0.729
N 1.954 1.120 0.521 -0.697
N 0.810 0.916 -0.246 0.105
S -3.238 0.514 0.428 -0.180
S -1.776 0.943 -0.807 0.034
H -0.967 -1.989 0.943 0.410
H 0.103 -2.160 -2.195 0.346
H -0.588 0.674 1.243 0.668
H 1.864 0.460 1.317 0.269
H 1.873 2.072 0.955 0.282
H 0.786 0.641 -1.231 0.205
```



Entry from OMol25: one molecule with the formula C3H6N2S3 in a non-equilibrium geometry (wB97M-V/def2-TZVPD).

Results
Spin multiplicity: 1
Charge: 0
E_HOMO (alpha / beta): -8.413 / -8.486 eV
E_tot: -38688.188 eV

The geometry in XYZ format:
```
14
Properties=species:S:1:pos:R:3:mulliken_charge:R:1
C -0.350 -1.417 0.359 -0.954
C -0.155 -0.290 -0.538 -0.303
C 1.767 1.076 0.356 -0.124
N 0.390 0.906 0.156 -0.042
N 2.605 -0.023 -0.162 -0.008
S 3.624 -0.980 0.590 -0.166
S 2.808 1.413 -1.105 -0.121
S -0.798 1.609 1.105 -0.166
H -1.010 -1.322 1.144 0.383
H 0.581 -0.711 -1.414 0.242
H -1.161 -0.123 -1.074 0.354
H 1.887 1.691 1.332 0.402
H 0.332 -2.162 0.676 0.360
H -1.079 2.671 0.253 0.144
```



Entry from OMol25: one molecule with the formula C3H6N2S3 (wB97M-V/def2-TZVPD).

Results
Spin multiplicity: 1
Charge: 0
E_HOMO: -8.442 eV
E_tot: -38692.902 eV
Structure (SMILES): CS/C(=N\N)C(=S)S

The geometry in XYZ format:
```
14
Properties=species:S:1:pos:R:3:mulliken_charge:R:1
C 1.471 -1.517 0.742 -0.699
S 1.158 -0.719 -0.858 -0.134
C -0.277 0.245 -0.467 0.135
N -0.223 1.529 -0.286 -0.188
N 0.921 2.170 -0.284 -0.478
C -1.618 -0.359 -0.361 0.375
S -1.910 -1.967 -0.508 -0.256
S -2.889 0.819 -0.068 -0.157
H 0.655 -2.189 0.985 0.250
H 2.414 -2.081 0.628 0.301
H 1.580 -0.760 1.515 0.266
H 0.847 3.177 -0.340 0.243
H 1.731 1.726 -0.655 0.208
H -3.860 -0.075 -0.042 0.133
```



Entry from OMol25: one molecule with the formula C3H6N2S3 in a non-equilibrium geometry (wB97M-V/def2-TZVPD).

Results
Spin multiplicity: 1
Charge: 0
E_HOMO: -8.916 eV
E_tot: -38691.226 eV
Structure (SMILES): [H]/N=C(\NS)C(=S)SC

The geometry in XYZ format:
```
14
Properties=species:S:1:pos:R:3:mulliken_charge:R:1
H 1.568 -0.873 0.981 0.200
N 0.507 -0.546 0.932 -0.590
C 0.406 0.472 0.157 0.473
N 1.449 1.005 -0.675 -0.285
S 3.024 0.529 0.025 -0.236
C -1.055 1.169 0.281 0.102
S -0.948 2.897 0.251 -0.267
S -2.511 0.369 -0.235 0.024
C -1.882 -1.445 -0.026 -0.823
H 1.162 1.944 -0.771 0.300
H 3.375 -0.226 -1.004 0.187
H -2.694 -2.143 -0.485 0.312
H -0.940 -1.680 -0.521 0.313
H -1.463 -1.473 1.090 0.289
```



Entry from OMol25: a 2-piece molecular cluster, C3H6N3 overall in a non-equilibrium geometry (wB97M-V/def2-TZVPD).

Results
Spin multiplicity: 1
Charge: +1
E_HOMO (alpha / beta): -13.848 / -11.796 eV
E_tot: -7660.805 eV

The geometry in XYZ format:
```
12
Properties=species:S:1:pos:R:3:mulliken_charge:R:1
C 2.902 0.904 -0.035 -0.338
C 0.995 -0.769 0.085 -0.147
C -1.354 -0.751 -0.186 -0.083
N -3.063 0.801 0.395 -0.738
N -2.349 -0.015 -0.056 0.484
N -0.111 -0.434 0.521 -0.076
H 2.955 0.890 -1.201 0.310
H 3.759 0.860 0.590 0.342
H 1.198 -1.582 -0.666 0.331
H -1.539 -1.648 -0.862 0.315
H -3.278 1.657 0.025 0.289
H -0.114 0.087 1.389 0.312
```



Entry from OMol25: an isolated ion of composition C3H6N3 and charge +1 in a non-equilibrium geometry (wB97M-V/def2-TZVPD).

Results
Spin multiplicity: 1
Charge: +1
E_HOMO: -13.905 eV
E_tot: -7667.349 eV

The geometry in XYZ format:
```
12
Properties=species:S:1:pos:R:3:mulliken_charge:R:1
C -2.110 -0.179 -0.177 -0.109
C -1.176 1.034 -0.022 0.126
C 0.852 0.046 0.710 -0.409
N -1.636 -1.256 0.179 -0.493
N 0.088 0.876 0.206 -0.100
N 2.101 -0.287 -0.088 -0.298
H -3.192 0.048 -0.408 0.328
H -1.381 2.089 -0.152 0.420
H -0.584 -1.184 0.452 0.366
H 2.200 -1.367 0.179 0.453
H 2.942 0.239 0.186 0.360
H 1.896 -0.059 -1.066 0.358
```



Entry from OMol25: C3H6N3 as an isolated structure in a non-equilibrium geometry (wB97M-V/def2-TZVPD).

Results
Spin multiplicity: 1
Charge: +1
E_HOMO: -15.047 eV
E_tot: -7666.766 eV

The geometry in XYZ format:
```
12
Properties=species:S:1:pos:R:3:mulliken_charge:R:1
C 0.796 0.359 0.356 0.025
C 3.725 -0.041 -0.635 0.013
C -1.882 0.298 0.128 -0.294
N 3.394 -0.176 0.403 -0.271
N -0.438 0.220 0.200 -0.060
N -2.498 -0.520 -0.746 -0.527
H 3.961 -0.141 -1.619 0.332
H 1.917 -0.262 0.872 0.560
H -2.024 0.186 1.197 0.312
H -1.964 1.515 0.019 0.287
H -2.961 0.072 -1.475 0.313
H -3.216 -0.936 -0.146 0.309
```



Entry from OMol25: a 2-piece molecular cluster, C3H6N3O overall in a non-equilibrium geometry (wB97M-V/def2-TZVPD).

Results
Spin multiplicity: 1
Charge: +1
E_HOMO: -14.924 eV
E_tot: -9716.431 eV

The geometry in XYZ format:
```
13
Properties=species:S:1:pos:R:3:mulliken_charge:R:1
C 1.690 -0.838 0.923 0.324
C -0.824 0.303 0.108 0.314
C 1.474 0.280 -0.055 -0.131
N 1.774 -1.780 1.595 -0.259
N -1.526 0.479 1.173 -0.312
N -1.218 0.011 -1.119 -0.322
O 1.743 -0.056 -1.316 -0.455
H 1.727 1.236 0.146 0.431
H -1.137 0.795 2.080 0.281
H -2.548 0.711 1.195 0.272
H -0.453 -0.102 -1.862 0.245
H -2.214 -0.061 -1.380 0.223
H 1.512 -0.979 -1.488 0.389
```



Entry from OMol25: an isolated ion of composition C3H6N3O and charge +1 in a non-equilibrium geometry (wB97M-V/def2-TZVPD).

Results
Spin multiplicity: 1
Charge: +1
E_HOMO (alpha / beta): -13.666 / -13.617 eV
E_tot: -9716.043 eV
Structure (SMILES): C=[NH+]/C=[NH+]\N=C/[O-]

The geometry in XYZ format:
```
13
Properties=species:S:1:pos:R:3:mulliken_charge:R:1
C 1.916 -1.168 0.848 -0.162
N 1.090 -1.431 -0.114 -0.056
C -0.054 -0.855 -0.617 -0.030
N -0.701 0.270 -0.377 0.347
N -0.489 1.332 0.307 -0.679
C -1.548 2.236 0.159 0.198
O -2.557 1.919 -0.411 -0.498
H 2.745 -1.828 1.034 0.271
H 1.775 -0.289 1.466 0.292
H 1.301 -2.284 -0.639 0.306
H -0.518 -1.460 -1.382 0.310
H -1.636 0.358 -0.888 0.314
H -1.324 3.201 0.613 0.385
```



Entry from OMol25: an isolated ion of composition C3H6N3O and charge +1 in a non-equilibrium geometry (wB97M-V/def2-TZVPD).

Results
Spin multiplicity: 1
Charge: +1
E_HOMO (alpha / beta): -13.583 / -13.415 eV
E_tot: -9708.309 eV

The geometry in XYZ format:
```
13
Properties=species:S:1:pos:R:3:mulliken_charge:R:1
C 0.219 -0.857 -1.021 -0.390
C 0.204 0.114 1.212 -0.158
C -1.006 -0.213 -1.158 -0.203
N 0.885 -2.165 1.173 -0.624
N 0.039 0.255 -0.240 0.317
N 0.453 -1.118 1.645 0.333
O 0.606 1.499 -0.609 -0.435
H 1.037 -1.314 -1.437 0.466
H -0.236 0.919 1.620 0.440
H -1.158 0.482 -1.924 0.271
H -1.871 -0.513 -0.628 0.232
H 0.323 -1.143 2.768 0.379
H 1.481 1.523 -1.013 0.373
```



Entry from OMol25: C3H6N3O2S as an isolated structure in a non-equilibrium geometry (wB97M-V/def2-TZVPD).

Results
Spin multiplicity: 1
Charge: +1
E_HOMO: -14.933 eV
E_tot: -22598.548 eV

The geometry in XYZ format:
```
15
Properties=species:S:1:pos:R:3:mulliken_charge:R:1
C -2.186 -0.634 0.631 -0.513
C -1.160 -1.277 0.210 0.075
C -0.823 1.204 0.375 0.028
N -2.046 0.829 0.658 0.012
N -0.066 0.306 -0.159 -0.268
N 2.231 -0.137 -1.480 -0.404
O 1.735 -1.221 0.600 -0.543
O 2.238 1.231 0.754 -0.520
S 1.767 0.085 0.055 1.161
H -3.092 -1.095 0.838 0.385
H -0.493 -2.140 -0.028 0.438
H -0.485 2.260 0.342 0.362
H -2.767 1.494 0.871 0.245
H 3.131 0.108 -1.833 0.276
H 2.016 -1.013 -1.832 0.267
```



The calculation returns the following energy above the lowest of the compared OMol25 structures with the same formula, charge and spin values, one per record and in order: 175.5; 413.7; 245.0; 127.2; 70.5; 178.0; 274.1; 328.1; 54.3; 249.5; 613.9; 159.1; 320.8; 1019.9; 388.6; 444.8; 221.9; 259.3; 1005.5; 234.8 kJ/mol.